No. 1
A cluster of 2 separate species, C10H16O2 in total at a distorted geometry. Source: the OMol25 dataset; level of theory: ωB97M-V/def2-TZVPD.

Last column: Mulliken charge in e.
Positions of all 28 atoms, in Å:
C1 -2.42618 -0.91162 1.48729  -0.21
C2 -3.42179 0.15335 1.10361  -1.04
O1 -1.14902 -0.32636 1.83091  -0.43
H1 -2.79435 -1.23936 2.40281  0.28
H2 -2.10839 -1.53652 0.64984  0.27
H3 -3.03321 1.01318 0.45722  0.28
H4 -0.86588 0.12490 1.11467  0.23
H5 -3.64452 0.64569 1.99898  0.33
H6 -4.32002 -0.20508 0.59107  0.33
C3 0.10387 0.25596 -2.16192  -0.99
C4 1.13998 0.71119 -3.25128  -1.19
C5 0.78399 -0.09843 -0.94308  0.64
C6 1.28811 1.09419 -0.28946  -0.41
C7 0.89986 -1.29581 -0.33325  -0.67
C8 1.85840 1.10742 0.98163  -0.75
C9 1.59527 -1.31970 0.89753  -0.37
C10 1.91393 -0.16503 1.56792  0.61
O2 2.33861 -0.51430 2.89124  -0.52
H7 -0.78128 0.93786 -2.05688  0.25
H8 -0.41236 -0.59996 -2.47397  0.48
H9 0.83478 0.69332 -4.26145  0.45
H10 1.46412 2.02453 -0.87739  0.18
H11 0.51481 -2.13868 -0.72341  0.67
H12 1.82263 2.18314 1.36731  0.26
H13 1.80845 -2.23988 1.39856  0.39
H14 3.10046 0.02969 3.09770  0.32
H15 2.08646 -0.08648 -3.33073  0.22
H16 1.40328 1.70280 -3.13546  0.38

Summary:
Net charge: 0
Highest occupied orbital energy (eV): -8.49
SMILES: CCc1ccc(O)cc1.CCO
Spin multiplicity: 1
Orbital gap (Eh): 0.34472
E_tot (eV): -14721.5853
ΔE to the lowest compared entry with this formula, charge and spin (eV): 2.891

No. 2
A cluster of 2 separate species, C5H4F2OS in total at a distorted geometry. Source: the OMol25 dataset; level of theory: ωB97M-V/def2-TZVPD.

Last column: Mulliken charge in e.
Positions of all 13 atoms, in Å:
C1 -3.22197 -0.70238 -0.00447  0.51
C2 -4.06505 0.16809 -0.47140  -0.59
C3 3.45623 -0.63203 0.07336  0.38
C4 2.44715 0.46706 0.18354  -0.21
C5 2.02056 1.67964 0.28844  -0.19
H1 -5.10431 -0.20187 -0.36611  0.22
H2 -3.95008 0.97236 -1.29087  0.26
H3 4.78466 0.61013 0.56100  0.36
H4 1.29954 2.52497 0.60664  0.33
O1 4.72874 -0.28505 0.01696  -0.42
F1 -1.93699 -0.73631 -0.26565  -0.21
F2 -3.46689 -1.66662 0.83073  -0.20
S1 3.00839 -2.19796 -0.16218  -0.26

Summary:
Net charge: 0
Highest occupied orbital energy (eV): -8.99
SMILES: C#CC(O)=S.C=C(F)F
Spin multiplicity: 1
Orbital gap (Eh): 0.30619
E_tot (eV): -23562.8122
ΔE to the lowest compared entry with this formula, charge and spin (eV): 3.192

No. 3
A cluster of 9 separate species, C12H42O15 in total at a distorted geometry. Source: the OMol25 dataset; level of theory: ωB97M-V/def2-TZVPD.

Last column: Mulliken charge in e.
Positions of all 69 atoms, in Å:
O1 -2.76921 -1.13568 -0.85689  -0.61
H1 -2.55951 -1.79481 -1.51856  0.33
H2 -2.64853 -1.58728 -0.02159  0.19
O2 -0.76675 -2.07162 1.63103  -0.53
H3 -1.69024 -2.28876 1.75853  0.25
H4 -0.29330 -2.72452 2.14659  0.24
O3 0.35867 -0.53273 -0.27009  -0.40
H5 -0.27007 -1.06052 0.22220  0.17
H6 0.66386 0.12340 0.35648  0.14
C1 0.16421 4.56939 -0.62230  -0.76
C2 0.23219 3.74318 0.73864  0.33
O4 1.44086 3.94081 1.45190  -0.49
O5 1.30120 4.44913 -1.51454  -0.50
H7 0.07365 5.62878 -0.38233  0.46
H8 -0.79407 4.36918 -1.10157  0.35
H9 -0.01264 2.69814 0.54881  -0.16
H10 -0.57050 4.17512 1.33633  0.23
H11 1.93585 4.63283 1.00726  0.30
H12 1.56429 5.32693 -1.80061  0.30
C3 -3.67340 -1.07004 2.80220  -0.64
C4 -3.16737 0.22154 2.21597  -0.29
O6 -1.77430 0.44367 2.25913  -0.48
O7 -3.49318 -2.12514 1.84436  -0.52
H13 -4.71905 -1.05868 3.10978  0.46
H14 -3.22532 -1.42077 3.73188  0.30
H15 -3.67566 0.91547 2.88547  0.32
H16 -3.53262 0.42423 1.20919  0.29
H17 -1.28157 -0.34584 2.02361  0.31
H18 -4.16488 -2.78950 2.01480  0.25
C5 3.59674 -0.19751 -0.56852  0.30
C6 5.03896 0.03208 -1.02004  -0.70
O8 5.80015 -1.08091 -0.64232  -0.54
O9 2.81170 -0.98896 -1.38595  -0.57
H19 3.10386 0.76796 -0.68269  -0.02
H20 3.45493 -0.58117 0.44182  0.08
H21 5.48497 0.94409 -0.62330  0.36
H22 5.01059 0.15550 -2.10266  0.34
H23 5.37590 -1.77828 -1.14759  0.33
H24 1.92036 -0.87187 -1.04920  0.52
C7 3.22318 0.49952 3.63719  -0.64
C8 1.89162 0.26131 2.98431  -0.30
O10 1.79709 1.00317 1.75735  -0.26
O11 3.28889 1.83124 4.23295  -0.52
H25 4.06581 0.27674 2.98262  0.31
H26 3.40453 -0.24734 4.41010  0.39
H27 1.02933 0.47274 3.61666  0.37
H28 1.76526 -0.80088 2.77483  0.17
H29 2.20007 1.87014 1.84434  0.19
H30 4.19295 2.15413 4.22951  0.31
C9 -1.10332 -3.94762 -2.68134  -0.36
C10 -0.83849 -4.21781 -1.21581  -0.01
O12 0.21762 -5.15563 -1.10290  -0.57
O13 -2.28162 -3.12576 -2.71264  -0.52
H31 -1.22283 -4.93664 -3.12366  0.34
H32 -0.20532 -3.44251 -3.03709  0.24
H33 -1.62889 -4.65013 -0.60224  0.34
H34 -0.60425 -3.27528 -0.72098  -0.09
H35 0.98770 -4.65450 -1.38120  0.35
H36 -2.68103 -3.30511 -3.56698  0.28
C11 -2.79010 1.78162 -3.59173  -0.34
C12 -1.42363 1.64417 -2.91196  -0.20
O14 -0.94394 0.29309 -3.09075  -0.51
O15 -3.79022 1.10332 -2.80701  -0.55
H37 -2.83299 1.30519 -4.57117  0.21
H38 -3.10206 2.81986 -3.70507  0.34
H39 -1.39224 1.92537 -1.85932  0.08
H40 -0.82756 2.36615 -3.47013  0.35
H41 -1.28059 -0.28446 -2.40176  0.33
H42 -3.36575 0.37904 -2.34135  0.34

Summary:
Net charge: 0
Highest occupied orbital energy (eV): -9.12
SMILES: OCCO.OCCO.OCCO.OCCO.OCCO.OCCO.O.O.O
Spin multiplicity: 1
Orbital gap (Eh): 0.33551
E_tot (eV): -43833.9240
ΔE to the lowest compared entry with this formula, charge and spin (eV): 1.646

No. 4
A cluster of 3 separate species, C6H15NO in total at a distorted geometry. Source: the OMol25 dataset; level of theory: ωB97M-V/def2-TZVPD.

Last column: Mulliken charge in e.
Positions of all 23 atoms, in Å:
C1 1.77787 -0.02818 -0.00867  -0.10
N1 1.69330 -0.05513 1.26598  -0.26
C2 2.33004 1.03795 1.97112  -0.78
O1 -3.14513 -1.69379 0.34867  -0.85
C3 0.85299 -0.50516 -0.97550  -0.52
C4 -0.55026 -0.75529 -0.55586  0.91
C5 -1.21523 0.45609 0.13646  -1.26
C6 -1.45947 -1.20440 -1.67984  -1.41
H1 1.05527 2.39632 -0.16309  -0.18
H2 2.69651 0.34025 -0.46158  0.43
H3 3.38610 1.14833 1.69342  0.34
H4 -3.94073 -2.01644 0.76612  0.17
H5 1.87172 1.99774 1.72827  0.28
H6 2.22866 0.92883 3.04743  0.31
H7 0.82308 2.32928 -0.83114  0.17
H8 1.15805 -1.18499 -1.77082  0.35
H9 -0.35978 -1.48309 0.28212  0.21
H10 -1.55102 1.22764 -0.56177  0.27
H11 -2.10493 0.12344 0.60632  0.47
H12 -0.53223 0.92542 0.84104  0.32
H13 -2.37567 -1.48553 -1.09709  0.33
H14 -1.53000 -0.39025 -2.39859  0.40
H15 -1.10914 -2.10903 -2.18301  0.41

Summary:
Net charge: 0
Highest occupied orbital energy (eV): -7.25
Spin multiplicity: 1
Orbital gap (Eh): 0.13771
E_tot (eV): -9994.6938
ΔE to the lowest compared entry with this formula, charge and spin (eV): 9.063

No. 5
A cluster of 8 separate species, C48H71BNO26 in total at a distorted geometry. Source: the OMol25 dataset; level of theory: ωB97M-V/def2-TZVPD.

Last column: Mulliken charge in e.
Positions of all 147 atoms, in Å:
C1 -4.91553 -2.18182 2.77469  -0.17
C2 -4.10901 -2.61374 1.95586  -0.55
C3 -3.04188 -2.61260 0.79528  0.79
C4 -3.33472 -1.55147 -0.34976  -0.76
C5 -3.74348 -0.10768 0.15909  -0.62
C6 -2.41533 0.74152 0.32733  0.21
C7 -1.42512 0.19938 1.47309  0.41
O1 -0.80086 1.35266 2.05826  0.06
B1 -1.37127 2.60102 1.53790  0.21
C8 -0.49436 3.52752 0.49217  0.05
C9 1.05549 3.19429 0.42687  0.20
C10 1.38298 1.75604 -0.19394  0.29
O2 0.57596 1.22485 -0.94236  -0.57
N1 2.70120 1.18439 0.15406  -0.05
C11 2.63473 -0.16946 0.70939  0.04
C12 3.24328 -0.35481 2.08133  -0.25
C13 3.25217 -1.67177 2.78481  -0.47
C14 2.68118 -2.89523 2.13367  -0.48
C15 2.07998 -2.72003 0.76307  -0.25
C16 2.05052 -1.37926 0.05016  -0.24
O3 -2.05221 3.52738 2.48762  -0.74
C17 -1.15883 3.95172 3.51990  0.02
C18 -1.62862 3.23623 4.88913  -0.76
O4 -0.60415 2.30690 5.28887  -0.06
C19 -1.15425 1.27731 6.16766  -0.61
C20 -1.42913 0.00006 5.24239  -0.29
O5 -2.53154 2.09974 0.74191  -0.65
H1 -5.78627 -1.86363 3.40593  0.35
H2 -3.13708 -3.64222 0.31186  -0.11
H3 -1.98791 -2.45366 1.16378  -0.08
H4 -2.35283 -1.42291 -0.92197  0.27
H5 -4.08209 -1.90523 -1.13047  0.42
H6 -4.40024 -0.08863 1.07569  0.25
H7 -4.36303 0.36629 -0.67659  0.23
H8 -2.04327 0.84736 -0.74057  -0.08
H9 -2.12399 -0.18532 2.28767  0.05
H10 -0.74910 -0.60624 1.05773  -0.53
H11 -0.60463 4.60735 0.85303  0.18
H12 -1.02525 3.48942 -0.50769  -0.17
H13 1.59255 3.28242 1.41618  -0.26
H14 1.53170 3.96780 -0.27644  0.27
H15 3.33906 1.16701 -0.64784  0.25
H16 3.71732 0.52211 2.61336  0.32
H17 3.69134 -1.76160 3.81650  0.29
H18 2.71664 -3.89238 2.64994  0.39
H19 1.66426 -3.63258 0.25633  0.28
H20 1.58812 -1.29993 -0.97301  0.30
H21 -1.29967 5.07492 3.69707  0.23
H22 -0.06902 3.70795 3.31057  -0.20
H23 -1.84792 4.01992 5.69969  0.17
H24 -2.62461 2.74472 4.64947  0.50
H25 -2.11572 1.67726 6.63570  0.29
H26 -0.36139 1.06991 6.94407  0.28
H27 -0.55987 -0.08031 4.52545  -0.05
H28 -1.45616 -0.93126 5.89081  0.26
H29 -2.42095 0.11888 4.72218  0.18
C21 2.23341 3.41654 5.53496  -1.26
C22 3.42280 4.24677 5.10741  0.57
C23 3.48230 5.60510 5.74375  -0.48
O6 4.23016 6.35165 4.78498  -0.35
C24 4.00041 5.76736 3.57293  0.57
O7 4.32361 6.23903 2.52588  -0.56
O8 3.35250 4.57944 3.71906  -0.20
H30 2.13650 2.53266 4.90118  0.22
H31 2.33427 3.09561 6.57395  0.45
H32 1.30169 3.97601 5.43298  0.13
H33 4.34979 3.68446 5.26956  0.24
H34 3.98900 5.59620 6.70949  0.33
H35 2.50137 6.07596 5.85805  0.31
C25 -0.31462 5.58930 -5.64409  -1.45
C26 -0.05880 5.94611 -4.19864  0.86
C27 -0.52133 4.90675 -3.21938  -0.28
O9 -0.74627 5.68013 -2.04603  -0.07
C28 -1.05882 6.93876 -2.46206  0.41
O10 -1.48163 7.80003 -1.75447  -0.57
O11 -0.82604 7.08232 -3.80071  -0.43
H36 -0.13915 6.45505 -6.28777  0.18
H37 0.33370 4.77531 -5.96604  0.34
H38 -1.35409 5.28893 -5.80086  0.51
H39 0.99924 6.19111 -4.05629  0.16
H40 0.22927 4.13692 -3.03655  0.00
H41 -1.46329 4.42736 -3.50212  0.36
C29 -4.01402 -8.29178 0.05521  -1.50
C30 -2.94761 -7.55495 -0.72238  0.54
C31 -1.74986 -8.39341 -1.06450  -0.38
O12 -0.72205 -7.41214 -1.19194  -0.37
C32 -1.08174 -6.37085 -0.38637  0.61
O13 -0.37151 -5.45391 -0.10695  -0.48
O14 -2.35861 -6.51755 0.06120  -0.26
H42 -4.75741 -7.59055 0.44107  0.39
H43 -4.51752 -9.02848 -0.57369  0.40
H44 -3.58746 -8.80502 0.92101  0.30
H45 -3.38685 -7.09361 -1.61387  0.28
H46 -1.87549 -8.94666 -1.99602  0.32
H47 -1.46296 -9.08952 -0.27057  0.15
C33 4.43083 2.10376 -4.05167  -1.50
C34 4.18979 3.47556 -4.63918  0.59
C35 2.81712 4.02204 -4.37516  -0.44
O15 2.63771 4.92154 -5.47102  -0.27
C36 3.39793 4.43972 -6.49565  0.58
O16 3.34686 4.83969 -7.61841  -0.57
O17 4.21885 3.44042 -6.06774  -0.38
H48 5.36131 1.68164 -4.43792  0.39
H49 4.49031 2.15041 -2.96284  0.33
H50 3.63306 1.40972 -4.32805  0.39
H51 4.97040 4.16804 -4.30590  0.27
H52 2.75039 4.55085 -3.42351  0.34
H53 2.02906 3.26378 -4.41935  0.26
C37 -1.24003 9.03617 -10.32003  -1.50
C38 -0.91957 7.73454 -9.62110  0.63
C39 -0.27863 6.70402 -10.50640  -0.46
O18 -0.64757 5.48722 -9.86288  -0.32
C40 -1.82250 5.72999 -9.21474  0.65
O19 -2.50746 4.88837 -8.72292  -0.53
O20 -2.10975 7.06288 -9.20766  -0.36
H54 -1.87295 9.66268 -9.68770  0.36
H55 -0.32794 9.58568 -10.56003  0.38
H56 -1.79581 8.86153 -11.24499  0.35
H57 -0.31703 7.92826 -8.72702  0.20
H58 0.80610 6.80474 -10.55332  0.31
H59 -0.68183 6.69169 -11.52391  0.30
C41 -1.69788 -5.45031 3.47653  -1.12
C42 -1.42521 -5.08125 4.91679  0.57
C43 -1.82788 -6.13696 5.90579  -0.53
O21 -2.06052 -5.36882 7.08435  -0.36
C44 -2.42895 -4.12112 6.66829  0.55
O22 -2.87091 -3.27621 7.38440  -0.54
O23 -2.22799 -3.97425 5.33041  -0.25
H60 -1.57059 -4.58062 2.82794  0.03
H61 -1.02385 -6.24112 3.14051  0.35
H62 -2.72799 -5.79076 3.34255  0.35
H63 -0.37428 -4.79542 5.03740  0.25
H64 -1.04529 -6.87772 6.07356  0.32
H65 -2.75682 -6.65097 5.64049  0.34
C45 2.66723 -11.31173 -0.55706  -1.53
C46 2.09298 -10.17263 0.25422  0.65
C47 2.75711 -9.97480 1.58562  -0.56
O24 1.72300 -9.35561 2.34537  -0.29
C48 0.54164 -9.77944 1.81730  0.65
O25 -0.52567 -9.59989 2.31921  -0.54
O26 0.74209 -10.44037 0.63843  -0.37
H66 2.02648 -11.53047 -1.41416  0.37
H67 3.66784 -11.06826 -0.91848  0.39
H68 2.72356 -12.22918 0.03454  0.35
H69 2.09550 -9.25188 -0.33910  0.25
H70 3.63448 -9.33032 1.52700  0.32
H71 3.03315 -10.91183 2.07899  0.31

Summary:
Net charge: -1
Highest occupied orbital energy (eV): -4.50
Spin multiplicity: 1
Orbital gap (Eh): 0.21970
E_tot (eV): -106328.4837

> spin multiplicity of number 5 (C48H71BNO26)?

1

> Which of these has the lowest E_tot?

C48H71BNO26

> Which of these has the lowest net charge?

C48H71BNO26